17
Properties=species:S:1:pos:R:3 method="wB97M-V/def2-TZVPD" spin_multiplicity=1 e_tot_ev=-9885.0094 lumo_ev=-8.8701 homo_ha=-0.4942 gap_ha=0.1682 total_charge=+1
O -0.908 1.474 0.496
C 0.109 1.182 1.090
O 0.855 2.162 1.616
C 0.606 -0.121 1.473
C -0.222 -1.258 1.074
C 0.264 -1.979 -0.236
N -0.411 0.911 -2.521
H 0.402 3.012 1.395
H 1.486 -0.135 2.111
H -0.541 -1.915 1.892
H -1.149 -0.770 0.758
H 0.050 -1.227 -1.004
H 1.345 -2.092 -0.319
H -0.248 -2.887 -0.532
H 0.243 1.671 -2.686
H -0.641 0.943 -1.535
H -1.239 1.030 -3.073